Record 1
This record from OMol25 describes a structure of composition C38H30BrI2N5O3PS3Sn. The level of theory is ωB97M-V/def2-TZVPD.

Each line ends with the Mulliken spin population.
Positions of all 84 atoms, in Å:
Sn  -0.94  -0.35  0.70  -0.015
N  2.45  -2.16  -1.00  0.000
P  1.30  -1.03  -1.62  -0.001
C  0.61  -2.06  -2.99  0.001
C  0.82  -3.43  -3.11  0.000
C  0.15  -4.17  -4.08  0.000
C  -0.75  -3.55  -4.93  0.000
C  -0.99  -2.19  -4.80  0.000
C  -0.31  -1.45  -3.85  0.000
C  2.39  0.06  -2.63  0.000
C  1.84  1.28  -3.02  -0.001
C  2.59  2.22  -3.70  0.000
C  3.92  1.97  -3.99  0.000
C  4.48  0.76  -3.62  0.000
C  3.72  -0.20  -2.96  0.000
C  2.34  -2.66  0.29  0.000
C  3.47  -3.17  0.94  0.000
C  3.32  -3.70  2.21  0.003
C  2.05  -3.75  2.78  0.007
C  1.00  -3.24  2.05  -0.009
N  1.13  -2.70  0.84  0.003
H  3.40  -1.91  -1.21  0.000
H  1.49  -3.92  -2.42  0.000
H  0.33  -5.23  -4.16  0.000
H  -1.28  -4.13  -5.68  0.000
H  -1.71  -1.71  -5.45  0.000
H  -0.51  -0.39  -3.74  0.000
H  0.82  1.50  -2.73  0.000
H  2.14  3.16  -3.99  0.000
H  4.52  2.72  -4.49  0.000
H  5.53  0.56  -3.81  0.000
H  4.19  -1.14  -2.71  0.000
H  4.44  -3.10  0.47  0.000
H  4.18  -4.07  2.75  0.000
H  1.89  -4.15  3.77  0.002
H  -0.01  -3.24  2.45  0.005
O  -2.36  -0.86  -1.28  -0.004
N  -3.57  -1.26  -1.00  0.002
C  -4.56  -0.94  -1.86  -0.001
C  -5.86  -1.32  -1.67  0.001
C  -6.18  -2.04  -0.52  0.000
C  -5.18  -2.36  0.36  -0.001
C  -3.84  -1.99  0.13  -0.002
S  -2.60  -2.47  1.20  0.005
H  -4.23  -0.37  -2.72  0.000
H  -6.61  -1.04  -2.40  0.000
H  -7.20  -2.34  -0.32  0.000
H  -5.38  -2.90  1.28  0.000
I  -5.37  2.37  2.18  0.001
C  -3.77  1.88  3.47  -0.033
C  -3.78  2.28  4.79  0.046
C  -2.70  1.96  5.59  -0.034
I  -2.77  2.58  7.62  0.001
C  -1.59  1.24  5.10  -0.113
C  -0.43  0.90  5.85  0.515
C  0.61  0.19  5.22  -0.043
C  0.48  -0.18  3.90  0.114
N  -0.61  0.11  3.17  0.204
C  -1.63  0.82  3.74  0.071
C  -2.72  1.14  2.88  0.105
O  -2.75  0.77  1.64  0.035
H  -4.62  2.85  5.18  0.014
H  -0.34  1.19  6.89  0.052
H  1.51  -0.07  5.77  0.002
H  1.27  -0.71  3.38  0.066
Br  -2.00  3.52  -4.22  0.000
C  -1.47  3.44  -2.39  0.000
C  -1.13  4.61  -1.73  0.000
C  -0.76  4.49  -0.39  0.005
C  -0.71  3.24  0.18  -0.002
N  -1.02  2.12  -0.48  -0.005
C  -1.42  2.22  -1.74  0.000
H  -1.16  5.57  -2.23  0.000
H  -0.50  5.38  0.17  0.000
H  -0.41  3.10  1.21  0.001
H  -1.70  1.29  -2.22  -0.001
C  4.96  3.05  2.49  0.000
O  4.12  1.96  2.17  0.000
C  3.66  1.83  0.89  0.007
S  4.11  2.92  -0.30  0.000
S  2.67  0.49  0.69  -0.003
H  5.15  2.97  3.56  0.000
H  4.46  4.00  2.27  0.000
H  5.89  3.01  1.93  0.000

Multiplicity: 2
LUMO (spin up / spin down) (eV): 3.581 / 3.581
Net charge: -2
Energy (hartree): -6885.2465
HOMO-LUMO gap (spin up / spin down) (hartree): 0.10812 / 0.19313
<S²>: 0.767


Record 2
This record from OMol25 describes a structure of composition C38H30IrN10O4S4Se. The level of theory is ωB97M-V/def2-TZVPD.

Each line ends with the Mulliken spin population.
Positions of all 88 atoms, in Å:
Ir  1.50  -0.35  2.02  0.101
C  4.00  -0.50  -2.57  -0.003
N  2.73  0.22  -2.60  -0.001
C  2.11  0.64  -3.75  -0.001
C  0.95  1.21  -3.39  0.000
N  0.88  1.16  -2.00  0.000
C  1.99  0.52  -1.51  -0.005
S  2.69  0.12  0.01  0.031
C  -0.28  1.60  -1.30  0.002
C  -1.51  1.58  -1.94  -0.001
C  -2.60  2.06  -1.23  0.000
C  -2.43  2.51  0.07  0.000
C  -1.15  2.47  0.61  0.000
N  -0.09  2.04  -0.08  0.001
H  4.32  -0.64  -3.60  0.000
H  3.87  -1.46  -2.08  0.002
H  4.75  0.07  -2.03  0.000
H  2.54  0.49  -4.72  0.000
H  0.19  1.67  -3.98  0.000
H  -1.65  1.17  -2.92  -0.001
H  -3.58  2.04  -1.70  0.000
H  -3.26  2.88  0.66  0.000
H  -0.97  2.78  1.63  0.000
S  1.74  -2.57  1.72  0.406
C  2.91  -2.95  2.91  0.033
C  3.13  -4.31  3.25  0.038
C  4.09  -4.65  4.16  -0.004
C  4.29  -6.03  4.49  0.007
N  4.46  -7.14  4.76  0.001
C  4.89  -3.64  4.76  0.033
C  4.70  -2.32  4.44  -0.008
C  3.70  -1.95  3.51  0.068
S  3.53  -0.30  3.09  0.273
C  5.91  -3.99  5.71  -0.002
N  6.72  -4.25  6.48  0.017
H  2.52  -5.07  2.80  -0.002
H  5.31  -1.56  4.90  -0.002
N  3.36  10.11  0.59  0.000
C  3.08  9.05  0.94  0.000
C  2.73  7.73  1.38  0.000
C  2.14  6.84  0.49  0.000
C  1.79  5.57  0.92  0.000
C  2.05  5.19  2.23  0.000
C  2.64  6.08  3.12  0.000
C  2.97  7.35  2.70  0.000
N  1.70  3.89  2.66  0.000
C  1.17  3.52  3.88  0.004
C  1.00  2.18  3.83  -0.003
N  1.41  1.72  2.59  0.005
C  1.84  2.77  1.92  -0.005
H  1.94  7.15  -0.52  0.000
H  1.30  4.88  0.25  0.000
H  2.86  5.76  4.14  0.000
H  3.44  8.05  3.38  0.000
H  0.94  4.24  4.65  0.000
H  0.61  1.50  4.57  -0.001
H  2.28  2.74  0.94  0.000
C  -7.16  -5.41  -5.03  0.000
C  -6.17  -4.35  -4.63  0.000
C  -4.81  -4.65  -4.55  0.000
C  -3.89  -3.68  -4.21  0.000
C  -4.33  -2.39  -3.95  0.000
C  -5.67  -2.07  -4.02  0.000
C  -6.58  -3.06  -4.36  0.000
S  -3.15  -1.15  -3.53  0.000
O  -2.09  -1.13  -4.51  0.000
O  -3.89  0.06  -3.29  0.000
N  -2.47  -1.71  -2.17  0.000
C  -3.12  -1.44  -0.89  0.000
C  -2.21  -1.89  0.25  -0.001
C  -0.83  -1.24  0.23  -0.002
O  -0.14  -1.29  -0.80  0.003
O  -0.46  -0.77  1.36  0.001
H  -6.76  -6.41  -4.88  0.000
H  -7.43  -5.31  -6.08  0.000
H  -8.08  -5.32  -4.45  0.000
H  -4.47  -5.66  -4.76  0.000
H  -2.83  -3.91  -4.15  0.000
H  -5.99  -1.06  -3.81  0.000
H  -7.64  -2.81  -4.41  0.000
H  -1.46  -1.57  -2.13  0.000
H  -4.07  -1.97  -0.84  0.000
H  -3.34  -0.37  -0.79  0.000
H  -2.03  -2.97  0.15  0.001
H  -2.69  -1.71  1.21  -0.001
Se  -1.01  -2.45  5.53  0.005
C  -0.03  -1.43  4.48  0.007
N  0.64  -0.76  3.80  0.003

Multiplicity: 2
LUMO (spin up / spin down) (eV): -0.589 / -2.761
Net charge: 0
Relative energy (zero: lowest compared OMol25 entry of this formula, charge and spin) (kcal/mol): 13.55
Energy (hartree): -6413.2099
HOMO-LUMO gap (spin up / spin down) (hartree): 0.25902 / 0.17834
<S²>: 0.771


Record 3
This record from OMol25 describes a structure of composition C38H30MgN2O2P2S3SbSe. The level of theory is ωB97M-V/def2-TZVPD.

Each line ends with the Mulliken spin population.
Positions of all 80 atoms, in Å:
Mg  1.74  -0.08  0.15  -0.001
O  1.42  3.37  -0.86  0.001
C  0.98  2.86  0.15  0.001
O  1.09  1.63  0.48  -0.015
C  0.23  3.67  1.19  0.000
C  0.36  5.05  1.28  0.001
C  -0.29  5.74  2.29  -0.001
C  -1.06  5.05  3.21  0.001
C  -1.22  3.68  3.10  0.001
C  -0.58  2.98  2.08  0.028
P  -0.78  1.15  1.96  0.120
C  -2.61  1.19  2.25  -0.081
C  -3.44  0.32  2.95  0.031
C  -4.81  0.43  2.85  0.012
C  -5.40  1.36  2.02  -0.001
C  -4.59  2.19  1.26  0.003
C  -3.22  2.10  1.38  0.012
C  0.14  0.87  3.51  0.013
C  1.45  1.37  3.53  0.013
C  2.30  1.07  4.57  0.014
C  1.87  0.29  5.63  -0.007
C  0.57  -0.19  5.63  0.027
C  -0.29  0.10  4.59  -0.051
H  0.97  5.56  0.55  0.000
H  -0.18  6.81  2.38  0.000
H  -1.56  5.58  4.01  0.000
H  -1.84  3.14  3.80  -0.001
H  -3.02  -0.46  3.57  -0.015
H  -5.44  -0.24  3.42  0.001
H  -6.47  1.43  1.93  0.000
H  -5.02  2.90  0.56  0.000
H  -2.59  2.74  0.77  0.002
H  1.81  1.95  2.70  -0.002
H  3.32  1.45  4.55  0.001
H  2.55  0.03  6.43  0.000
H  0.23  -0.81  6.44  0.002
H  -1.29  -0.30  4.61  -0.017
N  -1.26  1.04  -1.72  0.004
C  -1.34  0.31  -2.87  0.012
C  -2.15  0.72  -3.93  0.001
C  -2.17  0.02  -5.13  0.000
C  -1.39  -1.11  -5.29  0.002
C  -0.58  -1.53  -4.24  0.007
C  -0.56  -0.85  -3.03  -0.008
P  0.57  -1.40  -1.70  0.001
C  0.44  -3.21  -1.59  -0.017
C  -0.67  -3.92  -2.02  0.011
C  -0.76  -5.28  -1.76  0.005
C  0.26  -5.93  -1.08  0.006
C  1.37  -5.23  -0.66  -0.001
C  1.47  -3.87  -0.92  0.002
C  2.06  -1.34  -2.81  -0.003
C  2.62  -0.08  -3.00  -0.001
C  3.72  0.09  -3.83  0.000
C  4.26  -1.00  -4.49  0.000
C  3.71  -2.26  -4.32  0.000
C  2.61  -2.42  -3.49  0.000
H  -2.02  1.68  -1.55  0.001
H  -1.01  0.49  -0.90  -0.014
H  -2.76  1.60  -3.81  0.000
H  -2.80  0.36  -5.93  0.000
H  -1.39  -1.65  -6.22  0.000
H  0.04  -2.40  -4.37  0.000
H  -1.48  -3.40  -2.52  -0.002
H  -1.63  -5.83  -2.08  -0.001
H  0.17  -6.99  -0.87  -0.001
H  2.16  -5.73  -0.12  0.000
H  2.34  -3.31  -0.59  0.000
H  2.19  0.78  -2.49  0.001
H  4.16  1.07  -3.94  0.000
H  5.13  -0.87  -5.12  0.000
H  4.14  -3.11  -4.83  0.000
H  2.19  -3.41  -3.35  0.000
S  -1.30  -3.97  2.81  0.340
Sb  -0.67  -1.93  1.92  0.244
S  -1.70  -1.68  -0.20  0.179
S  1.70  -1.88  1.75  0.129
Se  6.49  0.88  -0.28  0.001
C  4.82  0.43  -0.19  0.002
N  3.70  0.12  -0.16  0.009

Multiplicity: 2
LUMO (spin up / spin down) (eV): 4.231 / 3.458
Net charge: -2
Relative energy (zero: lowest compared OMol25 entry of this formula, charge and spin) (kcal/mol): 35.81
Energy (hartree): -6445.3680
HOMO-LUMO gap (spin up / spin down) (hartree): 0.22247 / 0.20945
<S²>: 0.762